ORCA calculation (the ωB97M-V functional and the def2-TZVPD basis) on a structure of composition C55H79N6SbSe2Si3Sr at a distorted geometry.

Last column: Löwdin charge in e.
Cartesian coordinates (Å):
Sb -3.41 -1.73 -1.32  0.922
Sr 0.51 0.07 -0.32  1.382
Se -1.53 0.62 4.09  0.691
Se -2.28 1.54 2.13  0.651
Si -4.56 -3.20 -3.12  0.320
Si -4.80 -2.78 0.60  0.313
Si -4.81 0.38 -1.77  0.301
N 1.97 1.77 -0.91  -0.063
N 0.27 2.59 1.74  0.037
N -0.05 0.44 -2.53  -0.067
N 0.58 -2.12 -1.14  -0.054
N -1.02 -1.36 2.17  0.016
N 2.48 -0.74 0.58  -0.061
C -4.69 0.71 -3.63  -0.213
C 0.57 -4.42 -1.02  -0.127
C -6.64 -3.23 0.37  -0.220
C -0.32 -0.83 -6.72  -0.074
C 0.53 2.80 -2.60  0.055
C 2.53 -1.95 1.17  -0.235
C 3.90 1.23 0.50  0.046
C 3.92 -3.09 3.08  -0.195
C -1.03 0.28 -4.60  -0.143
C -0.17 1.68 -3.05  -0.245
C 3.55 -0.02 1.00  -0.230
C -6.63 0.32 -1.23  -0.218
C 6.78 -0.57 1.71  -0.084
C 5.57 -0.38 2.64  -0.189
C -0.38 5.25 2.15  -0.060
C -4.04 1.86 -0.88  -0.253
C 0.92 4.88 1.86  -0.042
C 6.10 2.92 -1.68  -0.080
C 0.98 -3.17 -0.38  -0.297
C -0.01 -2.61 -2.25  -0.280
C -0.87 -2.61 1.74  -0.168
C 3.72 3.26 -1.00  -0.143
C 0.51 -5.05 -4.44  -0.075
C -3.89 -3.19 -4.90  -0.219
C -0.82 -3.70 2.59  -0.062
C -0.29 3.08 -6.33  -0.078
C -0.97 2.96 2.01  -0.665
C -4.33 -4.98 -2.49  -0.233
C 2.74 5.01 -2.61  -0.191
C -0.53 -0.45 -3.44  -0.255
C -0.02 -4.06 -2.20  -0.130
C 5.12 3.76 -0.85  -0.189
C -1.35 4.27 2.24  -0.098
C -0.54 -1.84 -3.29  -0.008
C 2.72 3.76 -1.78  -0.131
C 5.01 -4.06 2.61  -0.082
C -1.50 -0.33 -5.88  -0.184
C 3.05 4.74 -4.09  -0.077
C 3.63 -1.98 2.12  -0.124
C -4.75 -1.60 2.08  -0.219
C 1.97 -6.52 -1.05  -0.080
C 1.79 -3.07 0.76  0.034
C -1.11 -2.19 4.41  -0.109
C -6.41 -2.85 -3.32  -0.221
C -0.94 -3.48 3.95  -0.054
C 3.22 2.02 -0.43  -0.270
C 1.64 2.79 -1.74  -0.247
C 1.21 3.53 1.68  -0.115
C -0.85 1.61 -4.34  -0.139
C -1.26 2.78 -5.18  -0.193
C -0.50 -4.97 -3.29  -0.187
C -3.91 -4.39 1.06  -0.231
C 0.76 -5.79 -0.46  -0.197
C 4.29 -0.80 1.98  -0.130
C -1.15 -1.16 3.47  -0.674
H -2.25 2.58 -5.60  0.106
H 0.15 -5.71 -5.23  0.073
H -1.34 3.67 -4.55  0.104
H -2.06 0.41 -6.45  0.108
H 3.02 5.67 -4.66  0.073
H 5.97 -3.55 2.53  0.060
H 1.71 5.62 1.78  0.107
H 2.00 -3.99 1.28  0.108
H -3.72 -1.30 2.30  -0.015
H 5.12 -4.88 3.32  0.070
H 5.17 4.80 -1.18  0.100
H 6.05 1.87 -1.37  0.065
H -0.63 6.29 2.31  0.109
H -3.39 -5.07 -1.93  0.007
H -2.17 -1.17 -5.67  0.076
H 3.00 -3.65 3.26  0.101
H -0.14 -6.39 -0.66  0.109
H -0.66 -1.26 -7.66  0.073
H -0.31 2.28 -7.07  0.062
H 0.35 3.73 -3.13  0.102
H -4.93 -0.19 -4.21  -0.001
H -7.17 -0.48 -1.75  0.008
H -6.57 -1.86 -3.75  0.015
H 7.12 3.27 -1.57  0.071
H -3.84 -4.51 2.15  0.027
H 0.69 -4.06 -4.86  0.064
H -0.71 -4.70 2.19  0.106
H 5.51 0.67 2.94  0.109
H 5.83 2.96 -2.74  0.070
H -7.13 1.26 -1.44  0.031
H 2.88 -5.93 -0.93  0.077
H -6.77 -3.97 -0.41  0.008
H 1.47 -5.43 -4.08  0.068
H 0.73 3.16 -5.96  0.061
H 4.76 -4.48 1.63  0.072
H 2.21 3.19 1.47  0.100
H 2.12 -7.48 -0.55  0.070
H -4.38 -3.97 -5.47  0.036
H 4.04 4.30 -4.20  0.071
H -6.70 0.13 -0.16  0.013
H 4.86 1.62 0.83  0.104
H -4.33 1.86 0.17  -0.022
H -0.93 -4.31 4.64  0.111
H -5.14 -5.27 -1.82  0.016
H -0.98 -2.39 -4.11  0.089
H -4.10 -2.23 -5.39  0.014
H 4.22 -2.66 4.04  0.108
H 7.70 -0.25 2.20  0.071
H -4.29 -5.70 -3.31  0.030
H 6.66 0.00 0.79  0.062
H -7.23 -2.35 0.11  0.013
H -2.82 -3.36 -4.95  -0.001
H 0.25 -1.58 -6.17  0.065
H 2.32 4.05 -4.51  0.049
H -5.37 1.50 -3.95  0.034
H 1.83 -6.71 -2.11  0.061
H 3.49 5.70 -2.21  0.100
H 5.72 -0.97 3.55  0.103
H -7.04 -3.64 1.30  0.033
H -4.43 -5.26 0.66  0.021
H -5.32 -0.69 1.89  0.020
H -5.16 -2.07 2.98  0.036
H 1.77 5.51 -2.53  0.109
H -4.38 2.81 -1.31  0.035
H -0.56 4.01 -6.83  0.072
H 0.37 -0.01 -6.95  0.068
H 5.42 3.74 0.20  0.106
H -1.46 -4.62 -3.68  0.080
H -3.67 1.00 -3.89  0.012
H -0.66 -5.98 -2.89  0.108
H -6.87 -3.58 -4.00  0.034
H -1.24 -1.97 5.46  0.099
H -2.89 -4.40 0.66  -0.004
H -2.95 1.84 -0.94  0.004
H 0.88 -5.73 0.63  0.090
H -6.93 -2.90 -2.37  -0.001
H -0.81 -2.74 0.66  0.071
H 6.88 -1.62 1.44  0.066
H -2.38 4.50 2.48  0.099

- highest occupied orbital energy (hartree) = -0.22759
- E_LUMO (eV) = -0.47
- energy (hartree) = -8414.244291
- orbital gap (eV) = 5.722
- relative energy (zero: lowest compared OMol25 entry of this formula, charge and spin) (kJ/mol) = 166.9


ORCA calculation (the ωB97M-V functional and the def2-TZVPD basis) on a cluster of 13 separate species, C55H95N3O10 in total at a distorted geometry.

Last column: Löwdin charge in e.
Cartesian coordinates (Å):
O 0.40 6.08 -3.00  -0.143
O 0.40 1.18 4.85  -0.182
O 2.93 -3.62 0.51  -0.144
O 1.40 2.27 -4.97  -0.162
O -2.09 -2.46 -3.99  -0.133
O -2.56 2.15 -2.79  -0.168
O -3.44 -0.92 0.60  -0.171
O 3.28 -2.60 -3.50  -0.144
O 4.91 1.00 2.34  -0.139
O -1.38 -3.97 1.49  -0.155
N 0.27 -4.27 5.10  0.067
N -2.30 6.02 3.01  0.061
N 0.27 1.36 0.44  0.093
C -3.69 -1.62 2.78  -0.159
C 0.24 1.53 -4.59  -0.192
C 0.68 -0.98 0.69  -0.064
C 4.30 -0.42 0.47  -0.138
C -1.44 -5.25 2.11  -0.205
C -2.14 -6.15 1.07  -0.155
C 0.53 0.30 1.19  -0.167
C -2.00 -3.99 0.23  -0.238
C 4.14 0.97 1.15  -0.197
C 0.05 6.34 3.39  -0.066
C 2.19 -5.88 0.84  -0.138
C -1.19 1.76 6.44  -0.161
C -1.29 6.66 3.59  -0.167
C 2.75 -3.83 1.88  -0.238
C 0.58 6.28 -1.60  -0.196
C 1.69 -1.89 4.79  -0.075
C -2.99 -5.14 0.31  -0.155
C 4.55 -2.02 -3.24  -0.200
C -3.66 2.48 -0.71  -0.127
C -3.96 -1.10 -4.20  -0.152
C -0.17 2.97 -6.48  -0.157
C -2.68 3.62 -1.02  -0.175
C 1.55 -4.18 5.43  -0.171
C 2.59 -1.85 -4.51  -0.192
C -0.33 -3.16 4.65  -0.145
C -0.53 1.99 4.13  -0.189
C 0.28 1.45 6.24  -0.193
C -1.98 5.08 2.12  -0.149
C 3.59 -0.85 -5.06  -0.163
C 0.35 -1.98 4.42  -0.069
C -5.08 -1.30 2.21  -0.149
C 1.38 5.07 -1.11  -0.168
C 0.19 -0.07 -1.47  -0.049
C 2.33 -4.72 -0.18  -0.163
C 5.26 -0.34 2.67  -0.189
C 5.39 -1.03 1.32  -0.167
C 2.90 -5.33 2.09  -0.144
C 2.28 -3.01 5.37  -0.073
C -2.58 3.55 -2.54  -0.191
C -0.84 1.88 -5.63  -0.149
C -2.50 -1.23 -4.61  -0.187
C 4.53 -0.63 -3.88  -0.163
C -3.26 1.44 -1.76  -0.176
C 0.08 1.18 -0.86  -0.145
C -0.69 4.65 1.90  -0.100
C -2.80 -0.77 1.88  -0.165
C 0.36 5.30 2.52  -0.085
C 2.27 4.84 -2.33  -0.155
C 0.49 -1.16 -0.67  -0.046
C -2.63 -2.39 -2.67  -0.203
C 1.26 5.02 -3.45  -0.198
C -4.78 -1.30 0.72  -0.233
C -4.02 -1.79 -2.84  -0.144
C -1.59 2.48 5.14  -0.144
C 1.31 2.63 -6.32  -0.217
H -3.85 -4.85 0.93  0.112
H 1.91 3.53 -6.47  0.118
H -4.53 -1.72 -4.91  0.111
H -0.95 1.02 -6.32  0.105
H -0.13 -0.18 -2.49  0.080
H 0.88 -1.85 1.29  0.089
H 0.41 0.45 -4.62  0.096
H -2.81 4.57 1.64  0.093
H 0.84 6.87 3.90  0.100
H 4.11 -1.25 -5.94  0.115
H -1.90 -1.88 -2.03  0.098
H 2.73 3.85 -2.39  0.114
H -0.53 3.04 -7.51  0.110
H -1.57 3.57 5.22  0.104
H -2.60 2.22 4.84  0.104
H -2.56 0.74 -1.30  0.095
H -0.53 3.78 1.27  0.072
H 3.09 1.20 1.37  0.095
H 0.74 4.20 -0.90  0.087
H -1.85 -0.46 -4.17  0.097
H -2.95 4.62 -0.70  0.111
H 2.18 -0.93 4.70  0.103
H 1.71 -1.41 -4.03  0.097
H -2.13 -5.17 2.96  0.114
H -1.37 -3.27 4.36  0.093
H -0.42 3.94 -6.04  0.109
H -1.39 2.31 7.36  0.113
H 3.46 -3.25 2.48  0.111
H -1.33 -4.16 -0.62  0.113
H -3.41 -5.46 -0.64  0.114
H 2.91 -5.03 -1.04  0.119
H 1.97 5.25 -0.21  0.106
H -2.65 -3.39 -2.23  0.101
H -0.38 6.43 -1.11  0.112
H 0.67 4.13 -3.64  0.087
H -0.18 2.04 -1.47  0.081
H 1.74 5.31 -4.39  0.122
H 5.35 -2.12 1.38  0.102
H -2.66 -7.01 1.48  0.113
H -3.46 2.12 0.30  0.100
H -5.35 -0.31 2.58  0.115
H 0.93 2.31 6.45  0.124
H -4.92 -2.35 0.40  0.114
H -1.82 2.05 -5.19  0.097
H 6.40 -0.83 0.96  0.115
H -1.40 -6.57 0.38  0.110
H 0.04 2.80 3.69  0.100
H 2.68 -6.77 0.46  0.106
H -3.42 4.02 -3.06  0.127
H 1.18 7.19 -1.44  0.118
H 3.37 -0.98 0.44  0.083
H 5.50 -0.29 -4.23  0.111
H -2.89 0.27 2.23  0.112
H -1.57 7.35 4.38  0.102
H -4.72 -2.62 -2.91  0.113
H 4.61 -0.18 -0.55  0.094
H 5.33 -2.61 -3.73  0.117
H -0.10 -1.07 4.05  0.085
H -5.46 -0.77 0.05  0.118
H 1.63 1.88 -7.05  0.120
H -1.64 3.98 -2.86  0.110
H 2.45 -5.65 3.03  0.099
H 0.57 -2.15 -1.11  0.109
H 1.15 -6.12 1.07  0.083
H 3.12 0.09 -5.35  0.099
H 2.19 -2.52 -5.27  0.118
H 1.99 -5.10 5.79  0.104
H 3.10 5.55 -2.31  0.116
H 4.17 0.12 -3.18  0.106
H -4.39 -0.11 -4.39  0.111
H -3.38 -2.67 2.77  0.100
H -3.71 -1.30 3.83  0.113
H -1.72 3.32 -0.58  0.078
H 4.43 -0.73 3.28  0.106
H -1.78 0.85 6.50  0.111
H -2.43 -2.99 0.09  0.097
H 3.95 -5.60 2.06  0.114
H 1.37 4.94 2.39  0.110
H -4.68 2.87 -0.84  0.114
H 4.73 -1.97 -2.16  0.102
H -4.07 0.84 -2.17  0.096
H -4.34 -1.20 -1.99  0.070
H 1.32 -4.39 -0.48  0.101
H 0.04 1.88 -3.58  0.083
H 4.45 1.79 0.50  0.114
H 0.64 0.41 2.27  0.089
H -0.48 -5.61 2.48  0.100
H -2.31 -1.31 -5.68  0.123
H -1.76 -1.03 1.75  0.096
H 0.58 0.58 6.83  0.119
H -5.83 -2.03 2.48  0.115
H -0.98 1.39 3.34  0.090
H 3.30 -2.91 5.72  0.105
H 1.76 -3.50 2.26  0.100
H 6.20 -0.34 3.23  0.119

- highest occupied orbital energy (hartree) = -0.33806
- E_LUMO (eV) = 0.59
- energy (hartree) = -3069.172049
- orbital gap (eV) = 9.791
- relative energy (zero: lowest compared OMol25 entry of this formula, charge and spin) (kJ/mol) = 0.0